*1*
The following is a DFT calculation (ωB97M-V/def2-TZVPD) of a cluster of 10 separate species, C7H31NO9 in total.

Last columns: bonded neighbours and bond lengths (Å).
CARTESIAN COORDINATES (ANGSTROEM)
1 C 1.744 3.610 1.123  C2 1.324, H9 1.085, H10 1.084
2 C 1.077 2.488 0.897  C1 1.324, C3 1.504, H11 1.081
3 C -0.402 2.267 0.741  C2 1.504, C4 1.338, C5 1.501
4 C -1.281 3.128 1.267  C3 1.338, H12 1.086, H13 1.074
5 C -0.670 0.866 0.274  C3 1.501, C6 1.560, H14 1.090, H15 1.096
6 C -1.929 0.189 0.898  C5 1.560, C7 1.512, H16 1.102, H17 1.086
7 C -1.881 -1.277 1.265  C6 1.512, N8 1.492, H18 1.100, H19 1.078
8 N -1.659 -2.142 0.070  C7 1.492, H20 1.011, H21 1.017
9 H 1.379 4.578 1.452  C1 1.085
10 H 2.822 3.631 1.011  C1 1.084
11 H 1.633 1.566 0.802  C2 1.081
12 H -2.302 2.821 1.064  C4 1.086
13 H -0.925 4.029 1.731  C4 1.074
14 H 0.128 0.132 0.387  C5 1.090
15 H -0.818 0.995 -0.804  C5 1.096
16 H -2.773 0.441 0.236  C6 1.102
17 H -2.192 0.770 1.777  C6 1.086
18 H -0.992 -1.440 1.893  C7 1.100
19 H -2.746 -1.656 1.784  C7 1.078
20 H -0.677 -2.187 -0.166  N8 1.011
21 H -2.138 -1.714 -0.718  N8 1.017
22 O 2.331 -2.489 1.074  H23 0.964, H24 0.982
23 H 1.405 -2.223 1.096  O22 0.964
24 H 2.395 -2.851 0.163  O22 0.982
25 O 0.647 -0.889 -2.134  H26 0.960, H27 0.961
26 H 0.163 -0.420 -2.819  O25 0.960
27 H -0.025 -1.483 -1.788  O25 0.961
28 O -0.809 -2.273 -3.846  H29 0.960, H30 0.960
29 H -1.552 -2.770 -3.495  O28 0.960
30 H -0.220 -2.885 -4.294  O28 0.960
31 O -2.856 -0.303 3.588  H32 0.957, H33 0.958
32 H -3.711 -0.129 3.980  O31 0.957
33 H -2.157 -0.561 4.188  O31 0.958
34 O -2.804 -0.536 -3.092  H35 0.959, H36 0.963
35 H -2.237 -0.701 -3.848  O34 0.959
36 H -3.073 0.381 -2.979  O34 0.963
37 O 2.523 -3.326 -1.584  H38 0.973, H39 0.965
38 H 2.420 -2.372 -1.747  O37 0.973
39 H 3.417 -3.470 -1.915  O37 0.965
40 O 4.579 -1.058 2.223  H41 0.975, H42 0.963
41 H 3.817 -1.523 1.834  O40 0.975
42 H 4.219 -0.525 2.938  O40 0.963
43 O -2.452 2.239 -2.298  H44 0.967, H45 0.967
44 H -2.907 2.976 -1.868  O43 0.967
45 H -2.054 2.736 -3.027  O43 0.967
46 O 4.140 1.188 0.746  H47 0.963, H48 0.982
47 H 4.901 1.777 0.724  O46 0.963
48 H 4.501 0.395 1.198  O46 0.982

E_HOMO in eV: -8.226
LUMO energy in Eh: 0.01058
SMILES: C=CC(=C)CCCN.O.O.O.O.O.O.O.O.O

*2*
The following is a DFT calculation (ωB97M-V/def2-TZVPD) of a cluster of 10 separate species, C7H31NO9 in total.

Last columns: bonded neighbours and bond lengths (Å).
CARTESIAN COORDINATES (ANGSTROEM)
1 C -2.020 -1.023 4.133  C2 1.417, H9 1.054, H10 1.101, H11 1.052
2 C -1.860 -1.477 2.800  C1 1.417, C3 1.336, H12 1.084
3 C -2.858 -1.424 1.915  C2 1.336, C4 1.458, H13 1.100
4 C -2.772 -2.000 0.578  C3 1.458, C5 1.515, H14 1.147, H15 1.114
5 C -2.014 -1.430 -0.603  C4 1.515, C6 1.498, C7 1.320
6 C -1.373 -0.102 -0.339  C5 1.498, H16 1.078, H17 1.142, H18 1.107
7 C -1.873 -2.237 -1.639  C5 1.320, N8 1.485, H19 1.223
8 N -0.825 -2.018 -2.668  C7 1.485, H20 0.946, H21 0.940
9 H -2.977 -0.649 4.368  C1 1.054
10 H -1.363 -0.239 4.540  C1 1.101
11 H -1.842 -1.718 4.903  C1 1.052
12 H -0.879 -1.921 2.675  C2 1.084
13 H -3.765 -0.876 2.214  C3 1.100
14 H -3.854 -2.193 0.251  C4 1.147
15 H -2.291 -2.994 0.727  C4 1.114
16 H -2.009 0.445 0.336  C6 1.078
17 H -1.184 0.487 -1.298  C6 1.142
18 H -0.366 -0.313 0.071  C6 1.107
19 H -2.691 -3.127 -1.824  C7 1.223
20 H -0.148 -1.461 -2.313  N8 0.946
21 H -0.496 -2.878 -2.857  N8 0.940
22 O 1.488 -3.806 2.070  H23 1.050, H24 0.873
23 H 2.216 -4.540 1.885  O22 1.050
24 H 1.085 -3.972 2.826  O22 0.873
25 O 2.694 1.700 -3.518  H26 0.998, H27 0.967
26 H 2.182 1.485 -4.347  O25 0.998
27 H 2.638 2.666 -3.505  O25 0.967
28 O 2.348 3.076 0.600  H29 0.936, H30 1.006
29 H 2.480 2.459 -0.092  O28 0.936
30 H 2.475 2.371 1.307  O28 1.006
31 O 0.412 3.240 -3.623  H32 0.986, H33 0.874
32 H 0.136 3.519 -2.718  O31 0.986
33 H -0.261 2.889 -4.055  O31 0.874
34 O 2.426 1.604 3.456  H35 0.980, H36 0.952
35 H 1.979 2.474 3.397  O34 0.980
36 H 2.691 1.558 4.370  O34 0.952
37 O 3.039 -1.574 2.890  H38 0.974, H39 0.968
38 H 3.444 -1.442 2.014  O37 0.974
39 H 2.165 -1.762 2.519  O37 0.968
40 O -1.145 0.919 -4.405  H41 0.925, H42 0.951
41 H -1.938 1.327 -4.159  O40 0.925
42 H -0.870 0.342 -3.700  O40 0.951
43 O -0.578 3.009 -0.600  H44 0.994, H45 1.018
44 H -1.306 3.376 -0.032  O43 0.994
45 H 0.242 3.311 -0.076  O43 1.018
46 O 1.362 0.767 -0.390  H47 1.004, H48 0.963
47 H 1.843 0.738 -1.271  O46 1.004
48 H 0.682 1.448 -0.411  O46 0.963

E_HOMO in eV: -7.832
LUMO energy in Eh: 0.00778
SMILES: C/C=C/C/C(C)=C/N.O.O.O.O.O.O.O.O.O

What are the relative energies? In kJ/mol: *1* 0.0; *2* 171.6.